No. 1
DFT (ωB97M-V with the def2-TZVPD basis set) results for C26H21N6O6ReS as an isolated structure.

XYZ file:
```
61
Properties=species:S:1:pos:R:3:forces:R:3
Re 2.0181 -1.7036 0.1175 2.115 0.808 0.467
O -1.6271 -2.6589 6.0809 -1.460 -0.687 0.658
C -0.5346 -2.1543 6.0089 0.674 0.202 -2.677
O 0.3426 -1.7174 6.7221 0.928 0.525 1.419
C -0.0275 -2.0341 4.4698 -0.553 -0.374 1.724
C -0.0308 -3.1518 3.6502 0.379 0.129 -0.946
C 0.5546 -3.0559 2.3993 -0.371 -0.911 0.425
N 1.0999 -1.9207 1.9458 -0.430 0.348 -0.145
C 1.0450 -0.8303 2.7415 -0.041 1.061 0.663
C 0.5146 -0.8471 4.0183 0.544 0.141 -1.361
C 1.6240 0.4312 2.1279 -0.632 -0.361 1.555
O 1.7580 1.4503 2.7684 -0.038 -0.160 -0.283
O 1.9634 0.2775 0.8955 0.647 -1.528 -2.329
H -0.4811 -4.0771 3.9752 -0.063 -0.042 0.063
H 0.6000 -3.9150 1.7367 0.055 0.013 -0.028
H 0.5394 0.0521 4.6140 0.024 0.008 0.133
C -4.7833 4.1602 -0.5969 0.185 0.302 0.319
O -5.2859 3.2878 -1.5919 -0.086 -0.307 -0.462
C -4.4634 2.7281 -2.4786 0.044 -0.244 -0.246
C -3.0634 2.8568 -2.4729 0.009 0.191 0.317
C -2.2979 2.1892 -3.3964 -0.282 -0.201 -0.244
C -2.9089 1.3981 -4.3885 0.200 1.030 1.412
C -4.3181 1.3328 -4.4427 0.391 0.010 -0.113
C -5.0735 1.9520 -3.4860 -0.061 0.181 0.343
N -2.2224 0.6706 -5.2965 -1.304 -0.557 -1.550
N -1.0849 0.2244 -5.3216 0.336 -0.408 -0.777
C -0.2166 -0.2320 -4.4210 0.855 0.174 0.877
C 1.1264 -0.3802 -4.8393 -0.462 0.319 -0.161
C 2.1264 -0.7998 -4.0048 0.029 -0.154 0.910
C 1.8459 -1.0846 -2.6504 -2.326 0.675 -1.767
O 2.7042 -1.4440 -1.7744 0.452 -0.304 2.742
C 0.4709 -1.0055 -2.2207 0.974 -0.152 -0.909
N 0.2743 -1.3567 -0.9242 -0.319 0.182 -0.121
C -0.9748 -1.4317 -0.4764 -0.668 0.174 0.130
C -2.0732 -1.2067 -1.2968 0.145 -0.020 0.160
C -1.8891 -0.8404 -2.6132 0.518 -0.058 -0.086
C -0.5819 -0.6739 -3.0958 -0.212 -0.339 0.269
H -5.6578 4.5506 -0.0800 0.097 -0.049 -0.039
H -4.2315 4.9894 -1.0456 -0.014 -0.038 0.010
H -4.1468 3.6312 0.1188 -0.040 -0.005 -0.097
H -2.5700 3.4643 -1.7313 -0.018 0.100 0.091
H -1.2215 2.2796 -3.3743 0.097 0.041 0.000
H -4.7761 0.7472 -5.2240 -0.051 -0.053 -0.112
H -6.1494 1.8672 -3.4771 -0.085 0.020 -0.045
H 1.3519 -0.1193 -5.8610 -0.017 0.013 -0.107
H 3.1370 -0.9021 -4.3636 0.173 0.007 -0.043
H -1.1119 -1.7010 0.5615 0.029 -0.012 0.052
H -3.0682 -1.3150 -0.8995 -0.077 -0.087 0.120
H -2.7445 -0.7154 -3.2557 -0.024 0.016 -0.020
S 4.1084 -2.4074 1.1210 -0.612 -0.014 -1.030
C 4.3526 -1.0901 2.1908 0.294 0.329 0.827
N 4.6452 0.1450 1.8231 -0.002 -0.261 -0.118
C 4.7854 1.0365 2.9657 0.160 0.633 0.286
C 4.5710 0.0887 4.1643 0.016 0.414 0.457
N 4.3250 -1.1898 3.5139 -0.008 -0.083 -0.355
H 4.5651 0.4813 0.8763 -0.048 -0.203 0.038
H 4.0237 1.8205 2.9282 0.155 -0.167 -0.002
H 5.7788 1.4927 2.9622 -0.129 -0.082 0.039
H 3.7074 0.3791 4.7693 0.103 -0.044 -0.102
H 5.4473 0.0282 4.8134 -0.091 -0.007 -0.101
H 4.2097 -2.0506 4.0206 -0.104 -0.133 -0.133
```
Forces are in eV/Å.

Computed properties:
Max |F| in eV/A: 3.0
Spin multiplicity: 2
Electronic energy in Ha: -2259.4932
Frontier orbital gap (spin up / spin down) in eV: 3.39 / 3.82
Charge: +1
ΔE to the lowest compared entry with this formula, charge and spin in kJ/mol: 266.6

Partial charges, natural (NBO), in e: atom 1 (Re): 1.45, atom 2 (O): -0.68, atom 3 (C): 0.78, atom 4 (O): -0.69, atom 5 (C): 0.02, atom 6 (C): -0.23, atom 7 (C): 0.03, atom 8 (N): -0.55, atom 9 (C): 0.06, atom 10 (C): -0.19, atom 11 (C): 0.74, atom 12 (O): -0.59, atom 13 (O): -0.70, atom 14 (H): 0.26, atom 15 (H): 0.21, atom 16 (H): 0.27, atom 17 (C): -0.26, atom 18 (O): -0.45, atom 19 (C): 0.39, atom 20 (C): -0.33, atom 21 (C): -0.10, atom 22 (C): -0.04, atom 23 (C): -0.12, atom 24 (C): -0.27, atom 25 (N): -0.03, atom 26 (N): -0.13, atom 27 (C): 0.15, atom 28 (C): -0.21, atom 29 (C): -0.16, atom 30 (C): 0.27, atom 31 (O): -0.58, atom 32 (C): 0.09, atom 33 (N): -0.50, atom 34 (C): 0.10, atom 35 (C): -0.24, atom 36 (C): -0.09, atom 37 (C): -0.05, atom 38 (H): 0.22, atom 39 (H): 0.19, atom 40 (H): 0.19, atom 41 (H): 0.24, atom 42 (H): 0.22, atom 43 (H): 0.25, atom 44 (H): 0.25, atom 45 (H): 0.25, atom 46 (H): 0.25, atom 47 (H): 0.23, atom 48 (H): 0.25, atom 49 (H): 0.24, atom 50 (S): -0.05, atom 51 (C): 0.36, atom 52 (N): -0.54, atom 53 (C): -0.24, atom 54 (C): -0.24, atom 55 (N): -0.54, atom 56 (H): 0.44, atom 57 (H): 0.26, atom 58 (H): 0.22, atom 59 (H): 0.24, atom 60 (H): 0.23, atom 61 (H): 0.45

***

No. 2
DFT (ωB97M-V with the def2-TZVPD basis set) results for C26H21N7O2S2V as an isolated structure.

XYZ file:
```
59
Properties=species:S:1:pos:R:3:forces:R:3
V 0.4085 -0.0096 -0.0995 0.874 0.198 -0.691
C 4.7410 -1.8524 -3.2074 -0.066 0.056 -0.093
C 3.5605 -1.6336 -3.9141 0.044 -0.023 0.039
C 2.3568 -1.5039 -3.2371 -0.052 0.023 -0.085
C 2.3263 -1.6058 -1.8507 -0.386 0.095 0.556
C 3.4973 -1.8322 -1.1490 0.160 -0.153 0.107
C 4.7055 -1.9493 -1.8256 -0.002 -0.035 0.041
N 1.0815 -1.4420 -1.1374 0.270 -1.247 -0.873
C 0.1214 -2.4394 -1.3201 0.236 0.600 -0.145
C 0.3611 -3.7485 -1.7557 -0.020 -0.028 0.113
C -0.7116 -4.5893 -1.9315 -0.184 -0.081 0.007
C -2.0405 -4.1748 -1.6990 0.100 -0.220 -0.068
C -2.3034 -2.8912 -1.3052 -0.122 0.205 0.026
C -1.2189 -2.0288 -1.1252 0.251 0.189 0.098
N -1.2376 -0.6653 -0.8738 -1.625 -0.346 -0.599
N -2.2488 0.0810 -1.1010 0.487 -0.159 -0.093
C -1.8064 1.4197 -1.1376 0.205 -0.273 0.091
C -2.6899 2.4384 -1.4184 -0.344 0.095 -0.066
C -2.1883 3.7155 -1.5895 -0.068 0.114 -0.013
C -0.8227 3.9344 -1.4691 -0.079 0.102 -0.047
C -0.0059 2.8724 -1.1479 -0.068 -0.327 0.099
N -0.4818 1.6288 -0.9791 -0.505 0.627 0.010
H 5.6825 -1.9431 -3.7350 -0.051 -0.019 0.010
H 3.5786 -1.5682 -4.9957 0.004 0.026 0.065
H 1.4328 -1.3233 -3.7756 0.044 -0.021 -0.001
H 3.4583 -1.9195 -0.0688 -0.007 -0.010 -0.027
H 5.6183 -2.1230 -1.2686 -0.030 -0.007 -0.019
H 1.3720 -4.0866 -1.9406 -0.022 0.032 -0.001
H -0.5296 -5.6053 -2.2599 -0.032 0.020 0.011
H -2.8543 -4.8723 -1.8420 0.039 -0.015 0.003
H -3.3142 -2.5401 -1.1354 0.070 0.001 -0.026
H -3.7423 2.2046 -1.5136 0.061 0.043 -0.039
H -2.8546 4.5371 -1.8239 0.029 -0.060 0.014
H -0.3935 4.9164 -1.6135 -0.025 -0.044 0.021
H 1.0561 2.9979 -1.0113 0.085 -0.035 0.024
N -4.8259 2.5020 4.4733 0.126 -0.044 -0.066
C -3.6994 1.8766 4.0381 -0.145 0.058 0.048
C -2.5230 1.9120 4.8082 -0.066 0.054 0.073
C -1.3770 1.3061 4.3588 -0.033 -0.073 -0.064
C -1.3895 0.6447 3.1273 -0.263 0.157 0.051
C -2.5496 0.5803 2.3572 0.011 -0.052 0.117
C -3.6952 1.1876 2.8116 -0.084 0.024 -0.006
S 0.0991 0.0292 2.5657 0.762 -0.186 -0.039
O -0.1592 -1.0506 1.5392 -0.092 0.296 0.450
O 0.9444 -0.3248 3.6596 0.049 -0.081 -0.036
N 0.6931 1.1857 1.5945 0.610 0.118 0.132
C 2.0365 1.1129 1.2051 -0.170 0.241 0.401
S 3.4393 1.1145 2.1887 -0.039 -0.024 0.032
C 4.4079 1.0829 0.7647 0.152 0.112 0.085
C 3.6453 1.0595 -0.3430 -0.410 -0.081 -0.184
N 2.2766 1.0509 -0.1003 0.460 0.152 0.575
H -4.8595 2.9199 5.3842 -0.001 -0.005 0.025
H -5.6905 2.4102 3.9737 -0.006 -0.021 0.003
H -2.5258 2.4163 5.7679 -0.013 -0.017 -0.061
H -0.4742 1.3220 4.9582 -0.065 0.014 -0.075
H -2.5721 0.0221 1.4306 0.054 0.032 0.008
H -4.6079 1.1224 2.2293 0.044 0.017 0.045
H 5.4859 1.0793 0.8259 -0.095 0.038 -0.014
H 4.0062 1.0395 -1.3608 -0.055 -0.050 0.052
```
Forces are in eV/Å.

Computed properties:
Max |F| in eV/A: 1.8
Spin multiplicity: 3
Electronic energy in Ha: -3277.3791
Frontier orbital gap (spin up / spin down) in eV: 6.41 / 6.15
Charge: +1
ΔE to the lowest compared entry with this formula, charge and spin in kJ/mol: 58.9

Partial charges, natural (NBO), in e: atom 1 (V): 1.29, atom 2 (C): -0.22, atom 3 (C): -0.20, atom 4 (C): -0.25, atom 5 (C): 0.20, atom 6 (C): -0.26, atom 7 (C): -0.19, atom 8 (N): -0.67, atom 9 (C): 0.29, atom 10 (C): -0.27, atom 11 (C): -0.13, atom 12 (C): -0.23, atom 13 (C): -0.16, atom 14 (C): -0.01, atom 15 (N): -0.15, atom 16 (N): -0.17, atom 17 (C): 0.31, atom 18 (C): -0.22, atom 19 (C): -0.12, atom 20 (C): -0.24, atom 21 (C): 0.10, atom 22 (N): -0.50, atom 23 (H): 0.23, atom 24 (H): 0.23, atom 25 (H): 0.22, atom 26 (H): 0.22, atom 27 (H): 0.22, atom 28 (H): 0.24, atom 29 (H): 0.23, atom 30 (H): 0.23, atom 31 (H): 0.24, atom 32 (H): 0.25, atom 33 (H): 0.24, atom 34 (H): 0.24, atom 35 (H): 0.23, atom 36 (N): -0.77, atom 37 (C): 0.23, atom 38 (C): -0.28, atom 39 (C): -0.12, atom 40 (C): -0.40, atom 41 (C): -0.16, atom 42 (C): -0.27, atom 43 (S): 2.31, atom 44 (O): -0.90, atom 45 (O): -0.89, atom 46 (N): -0.92, atom 47 (C): 0.17, atom 48 (S): 0.52, atom 49 (C): -0.44, atom 50 (C): -0.01, atom 51 (N): -0.54, atom 52 (H): 0.40, atom 53 (H): 0.40, atom 54 (H): 0.23, atom 55 (H): 0.25, atom 56 (H): 0.23, atom 57 (H): 0.22, atom 58 (H): 0.26, atom 59 (H): 0.24

***

No. 3
DFT (ωB97M-V with the def2-TZVPD basis set) results for C26H22AsCl2F6N9O2PS2SeSn as an isolated structure.

XYZ file:
```
73
Properties=species:S:1:pos:R:3:forces:R:3
Sn 0.0634 -0.3249 1.0513 0.362 -0.258 -0.447
C 5.6636 0.9178 0.1423 0.170 0.103 -0.189
N 4.4912 0.3390 0.7611 -0.205 0.007 0.085
C 4.4953 -0.7271 1.6164 -0.083 -0.128 0.090
C 3.1903 -1.0139 1.8842 0.041 -0.126 0.097
N 2.3999 -0.1419 1.1988 -0.113 0.189 -0.206
C 3.1995 0.6719 0.5285 0.091 0.165 0.080
P 2.7404 2.0392 -0.5838 -0.170 -0.389 -0.054
C 1.2665 2.6829 0.2531 0.033 0.039 -0.139
N 0.1903 2.0145 0.6458 0.375 0.038 0.002
C -0.6464 2.9290 1.2067 -0.162 0.064 0.009
C -0.0827 4.1651 1.1308 -0.352 -0.113 0.050
N 1.1207 4.0005 0.5204 -0.044 -0.165 0.028
C 2.0678 5.0556 0.2394 0.177 0.208 -0.093
C 1.9067 0.9719 -1.8020 0.012 0.047 -0.169
N 1.1462 -0.0616 -1.5010 0.070 0.148 0.201
C 0.7787 -0.6331 -2.6775 0.051 -0.056 -0.084
C 1.3274 0.0726 -3.7137 -0.092 -0.109 -0.049
N 2.0421 1.0923 -3.1507 -0.120 -0.018 0.139
C 2.8412 2.0725 -3.8518 0.268 0.116 -0.070
H 6.5378 0.6623 0.7357 -0.029 0.041 0.018
H 5.7963 0.5262 -0.8680 0.014 -0.011 0.053
H 5.5668 2.0002 0.0864 0.019 -0.027 0.074
H 5.4078 -1.1811 1.9574 0.025 -0.013 -0.004
H 2.7619 -1.7793 2.5073 0.025 -0.040 0.028
H -1.5842 2.6502 1.6477 -0.093 0.019 0.054
H -0.4665 5.1147 1.4496 0.087 0.152 0.000
H 1.8852 5.8819 0.9209 0.009 -0.036 0.034
H 3.0801 4.6891 0.3914 -0.023 0.059 0.029
H 1.9567 5.4129 -0.7853 0.011 -0.022 0.025
H 0.1598 -1.5133 -2.7020 -0.059 -0.018 -0.044
H 1.2638 -0.0596 -4.7790 0.025 0.009 -0.041
H 2.4897 2.1704 -4.8761 -0.051 -0.012 0.047
H 2.7674 3.0381 -3.3549 -0.051 -0.010 -0.062
H 3.8911 1.7741 -3.8650 -0.037 0.001 -0.046
F 0.2698 -2.9552 -0.1726 -0.026 -0.090 0.054
As -0.3102 -3.9002 1.1958 -0.220 0.482 -0.052
F -0.9073 -4.7412 2.5714 0.115 -0.071 -0.102
F -1.5740 -2.6794 1.4371 0.183 -0.351 -0.065
F 0.7010 -2.8740 2.2246 0.030 -0.103 -0.054
F -1.3557 -4.7591 0.1179 0.136 -0.082 0.179
F 0.9947 -4.9991 0.9872 -0.145 -0.033 0.027
O -4.2695 5.4473 -2.4202 -0.062 -0.194 -0.088
S -4.1334 4.5139 -1.3441 -0.229 0.416 0.049
O -3.9817 5.0331 -0.0189 0.079 -0.381 0.019
N -2.8685 3.4652 -1.7008 -0.039 -0.008 0.022
C -3.3305 2.2989 -1.9610 0.174 -0.098 0.280
S -2.1371 1.1330 -2.5445 0.230 0.144 -0.093
C -4.7885 2.0943 -1.8738 -0.444 -0.134 0.057
C -5.5582 0.9788 -2.1671 0.091 0.015 0.052
C -6.9231 1.0382 -1.9157 -0.056 -0.019 -0.017
C -7.5112 2.1864 -1.4016 0.079 0.028 0.023
C -6.7532 3.3340 -1.1893 -0.035 0.170 0.062
C -5.4041 3.2590 -1.4364 0.485 -0.024 -0.053
H -5.1238 0.0806 -2.5802 0.079 -0.046 0.036
H -7.5358 0.1724 -2.1256 -0.010 -0.026 0.035
H -8.5646 2.1906 -1.1588 -0.043 0.025 -0.102
H -7.2006 4.2531 -0.8381 -0.048 0.000 0.034
Cl -2.9661 0.4465 0.6933 -0.540 0.548 -0.159
C -3.4755 -0.9856 -0.1241 0.082 -0.196 -0.370
C -4.1145 -1.9424 0.6339 -0.091 0.020 -0.009
C -4.3370 -3.2075 0.1175 -0.026 0.080 -0.107
C -3.8983 -3.5218 -1.1594 -0.059 -0.081 0.051
C -3.2878 -2.5619 -1.9321 0.028 0.329 0.229
Cl -2.7878 -2.9533 -3.5256 0.068 -0.161 -0.245
C -3.0681 -1.2297 -1.4674 -0.445 -0.255 0.483
N -2.4731 -0.3992 -2.3423 0.267 0.055 -0.116
H -4.3901 -1.7102 1.6524 0.073 0.011 0.026
H -4.8115 -3.9618 0.7274 0.008 -0.025 0.020
H -4.0123 -4.5233 -1.5464 -0.008 0.001 -0.059
Se 0.1686 0.4586 3.6784 -0.290 -0.204 0.457
C 1.4127 1.7296 3.3438 0.403 0.397 0.088
N 2.2167 2.5275 3.1052 0.021 0.010 -0.034
```
Forces are in eV/Å.

Computed properties:
Max |F| in eV/A: 0.8
Spin multiplicity: 2
Electronic energy in Ha: -9156.2274
Frontier orbital gap (spin up / spin down) in eV: 6.97 / 5.71
ΔE to the lowest compared entry with this formula, charge and spin in kJ/mol: 0.0

Partial charges, Mulliken, in e: atom 1 (Sn): 1.35, atom 2 (C): -0.88, atom 3 (N): 0.16, atom 4 (C): -0.65, atom 5 (C): -0.81, atom 6 (N): 0.68, atom 7 (C): -0.08, atom 8 (P): -0.53, atom 9 (C): -0.48, atom 10 (N): 0.67, atom 11 (C): -0.74, atom 12 (C): -0.83, atom 13 (N): 0.46, atom 14 (C): -0.91, atom 15 (C): -0.46, atom 16 (N): 0.70, atom 17 (C): -0.85, atom 18 (C): -0.63, atom 19 (N): 0.27, atom 20 (C): -0.87, atom 21 (H): 0.32, atom 22 (H): 0.31, atom 23 (H): 0.36, atom 24 (H): 0.45, atom 25 (H): 0.53, atom 26 (H): 0.57, atom 27 (H): 0.56, atom 28 (H): 0.35, atom 29 (H): 0.34, atom 30 (H): 0.32, atom 31 (H): 0.44, atom 32 (H): 0.48, atom 33 (H): 0.33, atom 34 (H): 0.32, atom 35 (H): 0.31, atom 36 (F): -0.46, atom 37 (As): 2.06, atom 38 (F): -0.51, atom 39 (F): -0.46, atom 40 (F): -0.47, atom 41 (F): -0.47, atom 42 (F): -0.51, atom 43 (O): -0.66, atom 44 (S): 1.18, atom 45 (O): -0.62, atom 46 (N): -0.58, atom 47 (C): 0.28, atom 48 (S): 0.05, atom 49 (C): 0.72, atom 50 (C): -0.45, atom 51 (C): -0.79, atom 52 (C): -0.54, atom 53 (C): -0.63, atom 54 (C): 0.05, atom 55 (H): 0.56, atom 56 (H): 0.42, atom 57 (H): 0.42, atom 58 (H): 0.45, atom 59 (Cl): -0.10, atom 60 (C): 1.24, atom 61 (C): -0.85, atom 62 (C): -0.38, atom 63 (C): -0.70, atom 64 (C): 0.76, atom 65 (Cl): -0.22, atom 66 (C): -0.75, atom 67 (N): -0.36, atom 68 (H): 0.46, atom 69 (H): 0.42, atom 70 (H): 0.46, atom 71 (Se): -0.30, atom 72 (C): 0.25, atom 73 (N): -0.57